The following is a quantum chemistry calculation of a molecular structure, C21H24BrIrN4O3S2Si in a non-equilibrium geometry, from OMol25.

The orbital gap (alpha / beta) comes out at 5.4374 / 5.4476 eV. For the total energy, the calculation gives -136699.2961 eV. Its lowest unoccupied orbital energy (alpha / beta) is -2.23 / -2.23 eV.

```
! wB97M-V def2-TZVPD RIJCOSX def2/J DEFGRID3
* xyz 0 1
Ir -0.275 -0.885 -0.024
C 0.114 2.807 -1.843
C 0.466 2.641 -0.401
C 0.822 3.744 0.369
C 1.235 3.540 1.680
C 1.315 2.266 2.192
C 0.920 1.185 1.379
N 0.488 1.424 0.116
N 0.915 -0.113 1.688
Si 1.197 -0.850 3.257
C 2.871 -0.238 3.980
C 1.326 -2.742 3.258
C -0.277 -0.348 4.368
H 0.962 3.254 -2.362
H -0.739 3.472 -1.961
H -0.107 1.842 -2.287
H 0.771 4.729 -0.063
H 1.513 4.383 2.294
H 1.651 2.083 3.196
H 3.642 -0.187 3.218
H 3.204 -0.938 4.739
H 2.810 0.736 4.451
H 1.949 -3.113 2.451
H 0.353 -3.204 3.135
H 1.744 -3.089 4.199
H -0.347 0.725 4.516
H -0.208 -0.823 5.342
H -1.205 -0.674 3.905
Br -6.194 2.953 -2.765
C -4.638 1.890 -2.517
C -4.080 1.227 -3.599
C -2.950 0.460 -3.419
C -2.341 0.338 -2.152
C -2.946 1.016 -1.078
C -4.078 1.778 -1.253
N -1.176 -0.335 -1.926
C -0.452 -0.935 -2.880
C 0.829 -1.403 -2.590
C 1.683 -2.010 -3.547
C 2.952 -2.372 -3.195
C 3.398 -2.127 -1.882
C 2.517 -1.572 -0.979
N 1.277 -1.224 -1.302
H -4.528 1.314 -4.579
H -2.538 -0.046 -4.276
H -2.503 0.933 -0.098
H -4.524 2.291 -0.415
H -0.832 -1.036 -3.886
H 1.296 -2.185 -4.539
H 3.610 -2.843 -3.910
H 4.399 -2.390 -1.580
H 2.807 -1.390 0.048
O -2.300 -4.004 1.400
S -1.602 -3.009 0.651
O -1.938 -2.831 -0.749
O -0.139 -2.997 0.835
S -2.121 -1.119 1.390
*
```

These are the Mulliken partial charges, in e, on atoms 1 to 5: 2.7802, -1.1497, 0.5918, -0.8625, -0.6470

The following is a quantum chemistry calculation of a gas-phase ion, C4H12N2 (charge -1) in a non-equilibrium geometry, from OMol25.

The orbital gap (alpha / beta) comes out at 2.6955 / 9.5398 eV. For the total energy, the calculation gives -7320.6376 eV. Its lowest unoccupied orbital energy (alpha / beta) is 4.14 / 4.19 eV.

```
! wB97M-V def2-TZVPD RIJCOSX def2/J DEFGRID3
* xyz -1 2
C -0.731 -1.097 -1.748
C -0.701 -0.077 -0.643
C 0.659 -0.052 0.063
C 0.663 0.871 1.278
N 1.947 1.208 1.866
N -1.909 -0.165 0.186
H -0.338 -2.101 -1.544
H -1.679 -1.364 -2.265
H -0.173 -0.944 -2.677
H -0.610 0.973 -0.935
H 1.430 0.316 -0.643
H 1.075 -1.036 0.298
H 0.185 1.812 1.003
H -0.007 0.406 2.009
H 2.381 1.920 1.305
H 2.538 0.423 2.081
H -2.783 -0.032 -0.298
H -1.948 -1.060 0.662
*
```

These are the Mulliken partial charges, in e, on atoms 1 to 5: -4.0343, 0.5459, -1.8191, -0.8917, -0.4341

The following is a quantum chemistry calculation of C4H2N4 in the gas phase in a non-equilibrium geometry, from OMol25.

The orbital gap comes out at 8.1101 eV. Its structure (SMILES) is C1=NC2=CN=NC2=N1. For the total energy, the calculation gives -10136.2878 eV. Its lowest unoccupied orbital energy is -2.40 eV.

```
! wB97M-V def2-TZVPD RIJCOSX def2/J DEFGRID3
* xyz 0 1
C 1.913 0.070 -0.011
C -0.026 0.900 0.382
C -1.557 -0.631 -0.252
C -0.165 -0.303 -0.411
H 2.942 -0.318 -0.201
H -2.131 -1.346 -0.861
N 1.329 1.016 0.616
N -1.113 1.206 1.066
N -2.111 0.168 0.552
N 0.918 -0.762 -0.881
*
```

These are the Mulliken partial charges, in e, on atoms 1 to 5: 0.0548, 0.6293, -0.3434, 0.6633, 0.3568

The following is a quantum chemistry calculation of 10 unconnected molecules or ions with the total composition C42H108N4O18S6 in a non-equilibrium geometry, from OMol25.

The orbital gap comes out at 8.4993 eV. Its structure (SMILES) is CCOS(C)(=O)=O.CCOS(C)(=O)=O.CCOS(C)(=O)=O.CCOS(C)(=O)=O.CCOS(C)(=O)=O.CCOS(C)(=O)=O.CCN(CC)CC.CCN(CC)CC.CCN(CC)CC.CCN(CC)CC. For the total energy, the calculation gives -153125.0195 eV. Its lowest unoccupied orbital energy is 0.29 eV.

```
! wB97M-V def2-TZVPD RIJCOSX def2/J DEFGRID3
* xyz 0 1
C 2.221 6.348 6.018
C 3.181 5.839 4.918
N 3.682 4.492 5.178
C 4.428 3.883 4.029
C 3.570 3.524 2.825
C 4.419 4.346 6.468
C 5.767 5.148 6.429
H 1.896 7.375 5.853
H 2.678 6.567 6.984
H 1.429 5.622 6.198
H 2.639 5.845 3.972
H 3.965 6.575 4.742
H 5.216 4.578 3.738
H 4.979 3.006 4.370
H 3.023 4.363 2.394
H 4.125 2.984 2.058
H 2.825 2.787 3.123
H 4.631 3.284 6.596
H 3.707 4.653 7.234
H 6.319 5.160 7.369
H 5.661 6.183 6.103
H 6.458 4.688 5.723
C -0.367 -2.633 -0.492
C -0.377 -1.306 -1.232
N 0.132 -0.190 -0.404
C -0.599 1.146 -0.715
C -2.039 1.167 -0.030
C 1.589 -0.186 -0.431
C 2.205 0.693 0.694
H -0.562 -3.491 -1.136
H -1.130 -2.751 0.277
H 0.586 -2.731 0.028
H 0.183 -1.289 -2.167
H -1.410 -1.049 -1.466
H -0.067 2.048 -0.413
H -0.674 1.294 -1.792
H -1.932 0.743 0.968
H -2.371 2.152 0.298
H -2.736 0.528 -0.572
H 1.869 0.132 -1.435
H 1.957 -1.211 -0.391
H 2.188 0.086 1.599
H 1.701 1.638 0.899
H 3.217 0.997 0.427
C 2.694 -2.826 -4.464
C 2.495 -3.907 -3.353
N 3.000 -5.230 -3.822
C 4.470 -5.380 -4.098
C 5.318 -5.214 -2.837
C 2.491 -6.298 -2.934
C 0.981 -6.426 -2.948
H 3.774 -2.805 -4.612
H 2.285 -1.858 -4.172
H 2.383 -3.139 -5.461
H 3.015 -3.518 -2.478
H 1.452 -3.845 -3.043
H 4.649 -6.329 -4.602
H 4.833 -4.746 -4.907
H 6.356 -5.242 -3.167
H 5.214 -4.251 -2.338
H 5.220 -6.045 -2.138
H 2.740 -6.135 -1.886
H 2.871 -7.301 -3.128
H 0.738 -6.396 -4.010
H 0.437 -5.653 -2.404
H 0.703 -7.414 -2.581
C -4.465 -3.091 3.173
C -4.286 -3.279 1.693
N -5.583 -3.160 0.935
C -5.306 -3.079 -0.534
C -4.602 -1.833 -1.020
C -6.439 -4.290 1.213
C -7.837 -4.079 0.575
H -5.064 -3.838 3.692
H -4.816 -2.081 3.388
H -3.460 -3.125 3.595
H -3.644 -2.497 1.288
H -3.720 -4.157 1.380
H -6.222 -3.129 -1.122
H -4.734 -3.970 -0.796
H -3.555 -1.761 -0.726
H -4.969 -0.919 -0.554
H -4.701 -1.820 -2.106
H -5.953 -5.236 0.974
H -6.584 -4.338 2.292
H -8.584 -4.799 0.911
H -8.288 -3.110 0.788
H -7.766 -4.217 -0.504
O -2.388 0.653 3.726
S -1.239 0.824 4.609
O -1.363 1.008 6.062
O -0.078 -0.355 4.427
C -0.273 -1.158 3.299
C 0.934 -2.075 3.297
C -0.233 2.223 3.822
H -0.255 -0.559 2.389
H -1.160 -1.783 3.398
H 1.042 -2.636 2.369
H 0.833 -2.765 4.135
H 1.824 -1.457 3.410
H 0.277 2.545 4.730
H -0.928 3.006 3.520
H 0.491 1.879 3.082
O -1.982 3.246 -5.684
S -2.102 2.786 -4.289
O -1.026 3.094 -3.294
O -3.578 3.374 -3.646
C -3.844 3.289 -2.289
C -5.136 4.002 -2.056
C -2.531 0.977 -4.236
H -3.125 3.842 -1.686
H -3.894 2.256 -1.945
H -5.990 3.450 -2.447
H -5.203 5.017 -2.448
H -5.385 3.962 -0.995
H -2.389 0.709 -3.189
H -1.809 0.492 -4.895
H -3.554 0.960 -4.613
O 5.995 -2.657 -0.536
S 7.300 -2.059 -0.258
O 8.578 -2.698 -0.629
O 7.248 -0.549 -0.988
C 6.191 0.329 -0.605
C 5.505 0.594 -1.927
C 7.372 -1.533 1.476
H 6.647 1.268 -0.292
H 5.462 -0.051 0.111
H 4.688 1.310 -1.835
H 5.075 -0.309 -2.362
H 6.223 0.960 -2.661
H 7.700 -2.400 2.049
H 6.420 -1.095 1.778
H 8.116 -0.736 1.490
O 3.560 5.674 -1.419
S 3.412 4.267 -1.040
O 4.516 3.480 -0.440
O 2.084 4.163 -0.018
C 0.954 4.885 -0.334
C 0.091 4.774 0.979
C 2.833 3.397 -2.547
H 0.477 4.380 -1.173
H 1.154 5.929 -0.576
H -0.057 3.727 1.246
H -0.919 5.098 0.727
H 0.451 5.404 1.792
H 2.174 4.072 -3.091
H 2.337 2.500 -2.175
H 3.705 3.231 -3.180
O -3.253 4.811 1.664
S -4.493 4.117 1.955
O -5.700 4.660 1.398
O -4.329 2.523 1.494
C -5.509 1.762 1.435
C -5.245 0.462 2.160
C -4.633 4.022 3.817
H -5.669 1.595 0.370
H -6.419 2.198 1.847
H -5.248 0.463 3.250
H -4.341 -0.054 1.837
H -6.104 -0.197 2.029
H -3.737 3.530 4.196
H -5.574 3.522 4.043
H -4.591 5.025 4.244
O -3.484 -1.870 -6.043
S -2.308 -2.404 -5.331
O -2.051 -2.148 -3.922
O -2.200 -4.006 -5.634
C -3.084 -4.827 -4.996
C -2.522 -5.499 -3.721
C -0.762 -2.044 -6.217
H -3.278 -5.579 -5.761
H -4.046 -4.342 -4.834
H -3.242 -6.088 -3.152
H -2.098 -4.724 -3.083
H -1.736 -6.211 -3.971
H -0.770 -2.623 -7.141
H 0.045 -2.521 -5.660
H -0.565 -0.985 -6.384
*
```

These are the Mulliken partial charges, in e, on atoms 1 to 5: -1.4071, -0.1017, 0.2291, -0.8740, -0.5008

The following is a quantum chemistry calculation of a molecular structure, C40H30BrN4O5OsS in a non-equilibrium geometry, from OMol25.

The orbital gap (alpha / beta) comes out at 6.0826 / 6.0938 eV. For the total energy, the calculation gives -141503.2992 eV. Its lowest unoccupied orbital energy (alpha / beta) is -3.82 / -3.86 eV.

```
! wB97M-V def2-TZVPD RIJCOSX def2/J DEFGRID3
* xyz 1 1
Os 0.439 0.386 -0.553
Br -5.863 -3.733 -0.695
C -4.190 -2.978 -0.268
C -3.263 -3.702 0.467
C -2.042 -3.131 0.778
C -1.720 -1.853 0.348
O -0.486 -1.308 0.704
C -2.648 -1.099 -0.398
C -2.531 0.271 -0.857
N -1.445 0.991 -0.937
C -1.527 2.374 -1.278
C -2.617 3.027 -1.815
C -2.543 4.398 -2.115
C -1.401 5.114 -1.872
C -0.270 4.480 -1.312
C 0.942 5.157 -1.028
C 1.987 4.464 -0.484
C 1.841 3.092 -0.226
N 0.727 2.428 -0.487
C -0.340 3.108 -1.018
C -3.890 -1.696 -0.675
H -3.492 -4.703 0.803
H -1.329 -3.696 1.360
H -3.485 0.721 -1.110
H -3.540 2.509 -2.033
H -3.408 4.882 -2.548
H -1.348 6.169 -2.107
H 1.023 6.213 -1.246
H 2.926 4.943 -0.248
H 2.649 2.523 0.214
H -4.627 -1.133 -1.231
C -1.287 0.851 -7.444
C -1.225 1.030 -5.927
C -2.642 1.325 -5.412
C -0.308 2.223 -5.612
C -0.700 -0.216 -5.218
C -0.433 -1.418 -5.895
C 0.039 -2.538 -5.242
C 0.247 -2.462 -3.871
S 0.852 -3.670 -2.784
C 0.730 -2.542 -1.487
N 0.250 -1.367 -1.810
C -0.022 -1.282 -3.173
C -0.488 -0.161 -3.851
C 1.142 -2.873 -0.127
C 2.164 -3.782 0.138
C 2.581 -4.006 1.440
C 1.991 -3.321 2.493
C 0.961 -2.421 2.256
C 0.547 -2.222 0.957
H -1.645 1.773 -7.902
H -1.974 0.054 -7.730
H -0.304 0.632 -7.863
H -3.056 2.194 -5.926
H -2.631 1.539 -4.342
H -3.306 0.477 -5.584
H -0.636 3.101 -6.170
H 0.725 2.008 -5.888
H -0.327 2.480 -4.551
H -0.588 -1.479 -6.962
H 0.247 -3.447 -5.789
H -0.648 0.755 -3.305
H 2.655 -4.291 -0.682
H 3.380 -4.708 1.632
H 2.330 -3.489 3.506
H 0.479 -1.879 3.058
O 2.422 -0.044 0.182
C 3.046 0.217 -0.891
O 2.385 0.462 -1.934
C 4.531 0.247 -0.857
C 5.229 -0.197 0.264
C 6.616 -0.162 0.282
C 7.313 0.325 -0.814
C 6.594 0.771 -1.911
C 5.214 0.739 -1.962
N 7.321 1.305 -3.077
O 8.525 1.164 -3.098
O 6.662 1.859 -3.936
H 4.672 -0.568 1.113
H 7.158 -0.511 1.150
H 8.392 0.365 -0.833
H 4.682 1.084 -2.834
*
```

These are the Mulliken partial charges, in e, on atoms 1 to 5: 0.5062, -0.1571, -0.4702, -0.6016, -0.8438